# 1
Molecular formula: C3H12O2S
Method: DFT, the ωB97M-V functional and the def2-TZVPD basis

XYZ file:
```
18
Properties=species:S:1:pos:R:3:nbo_charge:R:1
C 0.96 -0.71 2.19 -0.851
H -0.38 -0.92 -2.65 0.214
H 1.85 0.63 -0.22 0.504
C -0.49 -0.54 -1.63 -0.652
C -1.90 -0.19 -1.10 -0.638
H 2.84 -1.38 -0.68 0.440
H -2.52 -1.08 -1.06 0.269
H 1.44 0.24 2.35 0.218
H 0.50 -0.79 1.18 0.223
H -2.30 0.59 -1.75 0.271
H -0.14 -1.29 -0.92 0.222
H 1.78 -1.40 2.19 0.238
H 0.24 -0.93 2.96 0.192
H 0.25 0.26 -1.64 0.269
S -1.63 0.48 0.53 0.467
O 1.48 1.54 -0.46 -0.951
O 2.30 -0.84 -0.11 -0.902
H 2.21 2.16 -0.49 0.467
```

## Properties
**HOMO-LUMO gap**: 3.527 eV
**Lowest unoccupied orbital energy**: -0.185 Ha
**Charge**: 0
**Energy relative to the best compared isomer or geometry (same formula, charge and spin)**: 170.5 kcal per mole

# 2
Molecular formula: C22H18GaIN4O3Se2
Method: DFT, the ωB97M-V functional and the def2-TZVPD basis

XYZ file:
```
51
Properties=species:S:1:pos:R:3:nbo_charge:R:1
I 1.15 -5.50 -1.14 0.179
C -0.01 3.49 -0.64 -0.106
C 0.91 4.52 -0.29 -0.138
H -2.71 -2.26 -1.86 0.447
H -1.16 4.54 -2.07 0.246
C 1.81 4.29 0.69 -0.195
C -1.00 -3.35 -1.79 0.721
C 1.83 3.10 1.40 -0.135
C 2.56 0.23 -2.44 -0.223
H -1.15 -5.43 -2.35 0.257
Se 0.75 -3.02 2.02 0.323
N -0.98 -0.87 2.05 -0.661
C -2.31 -0.09 3.84 -0.228
C 1.39 -0.10 -1.83 0.074
Ga -0.56 -0.87 0.09 1.876
H 0.92 1.20 1.70 0.214
H -2.79 -3.76 -2.64 0.420
C -1.74 -1.05 4.69 -0.063
O -0.32 -2.52 -1.12 -0.758
N -0.77 1.23 -0.23 -0.592
O -2.34 -0.78 -0.46 -0.897
H 4.63 -0.79 -0.01 0.261
N 1.29 -0.61 -0.60 -0.652
C -0.39 -4.66 -2.31 -0.641
C -2.58 0.20 -1.32 0.741
C 0.97 2.09 1.09 -0.255
H 2.46 0.77 -3.38 0.257
C -0.44 -1.76 2.89 0.061
H -2.06 -1.11 5.71 0.255
H -2.29 0.69 1.84 0.237
C -1.00 3.57 -1.60 -0.075
H -3.00 0.64 4.24 0.264
H 0.80 5.52 -0.70 0.245
C -1.68 1.39 -1.14 0.115
H 0.43 0.12 -2.31 0.221
H 0.07 -4.49 -3.28 0.275
H 4.73 0.36 -2.17 0.258
O -3.36 0.13 -2.21 -0.527
C 0.06 2.24 0.07 0.244
C 3.79 0.02 -1.80 -0.076
N -2.22 -3.08 -2.23 -0.732
C -1.90 -0.02 2.54 0.101
H 2.45 5.09 0.94 0.241
C -1.86 2.54 -1.89 -0.225
H 2.47 2.99 2.27 0.238
C 2.46 -0.86 0.03 0.078
C -0.71 -1.86 4.22 -0.244
Se 2.56 -1.57 1.82 0.282
H -0.20 -2.57 4.87 0.272
H -2.63 2.62 -2.67 0.281
C 3.70 -0.58 -0.55 -0.258
```

## Properties
**HOMO-LUMO gap**: 7.952 eV
**Lowest unoccupied orbital energy**: -0.243 Ha
**Charge**: +2

# 3
Molecular formula: C9H14N5
Method: DFT, the ωB97M-V functional and the def2-TZVPD basis

XYZ file:
```
28
Properties=species:S:1:pos:R:3:nbo_charge:R:1
C 2.62 -3.02 3.76 -0.655
H 1.14 -4.74 1.70 0.231
C -1.75 2.46 -2.26 -0.136
C -0.63 1.14 -0.55 0.101
C -1.46 0.31 0.02 -0.578
C -1.22 3.31 -3.24 0.102
H 2.69 -2.10 4.43 0.249
H -0.48 -1.09 0.62 0.282
H 3.48 -3.27 3.27 0.247
N 0.94 -1.63 2.36 -0.478
H -1.43 4.92 -4.52 0.388
H 0.39 1.07 -0.25 0.200
N 0.02 -3.15 1.11 -0.458
C 0.07 -1.90 1.42 0.224
H -1.27 0.04 1.10 0.226
N -0.66 2.01 -1.61 -0.196
H 0.95 3.77 -3.59 0.221
H 2.47 -4.03 4.27 0.260
H -0.42 -3.58 0.28 0.462
H -2.76 2.35 -1.99 0.229
H -2.78 4.27 -3.82 0.373
H 1.20 -0.72 2.67 0.452
C 1.53 -2.86 2.70 0.166
H -2.49 0.31 -0.27 0.223
C 0.18 3.35 -3.02 -0.049
N -1.85 4.05 -4.23 -0.787
N 0.50 2.48 -2.12 -0.227
C 1.00 -3.75 1.79 -0.074
```

## Properties
**HOMO-LUMO gap**: 7.907 eV
**Lowest unoccupied orbital energy**: -0.097 Ha
**Charge**: +1
**Energy relative to the best compared isomer or geometry (same formula, charge and spin)**: 94.3 kcal per mole

# 4
Molecular formula: H12NO4
Method: DFT, the ωB97M-V functional and the def2-TZVPD basis

XYZ file:
```
17
Properties=species:S:1:pos:R:3:nbo_charge:R:1
H 2.65 1.36 -2.06 0.468
H -1.04 1.62 -0.35 0.243
O 1.76 1.40 -1.65 -1.093
H -0.91 -0.98 2.53 0.472
N -0.77 0.64 -0.59 -1.212
O -0.25 -0.67 1.89 -1.017
H -1.59 0.27 -1.11 0.428
H -4.01 -0.42 -1.82 0.470
O -3.08 -0.65 -1.87 -1.018
H 3.03 -0.79 3.16 0.482
H 0.07 0.68 -1.17 0.432
H 0.62 -0.94 2.21 0.508
H 3.07 -1.35 1.72 0.481
H -3.08 -1.45 -2.42 0.473
H 1.73 2.27 -1.23 0.418
O 2.48 -1.11 2.45 -0.980
H -0.68 0.12 0.31 0.445
```

## Properties
**Multiplicity**: 2
**HOMO-LUMO gap (spin up / spin down)**: 3.085 / 12.044 eV
**Lowest unoccupied orbital energy (spin up / spin down)**: 0.022 / 0.017 Ha
**<S²>**: 0.75
**Charge**: 0
**Energy relative to the best compared isomer or geometry (same formula, charge and spin)**: 0.0 kcal per mole

# 5
Molecular formula: C48H59AsBrN3S2Si2TeTl
Method: DFT, the ωB97M-V functional and the def2-TZVPD basis

XYZ file:
```
118
Properties=species:S:1:pos:R:3:lowdin_charge:R:1
H 6.89 -1.57 -1.64 0.043
H -0.87 -2.58 7.08 0.108
H 5.27 1.15 -0.77 0.052
C 0.53 2.91 -4.56 -0.122
H -1.91 -4.79 0.79 0.038
H 0.49 4.49 -0.72 0.087
C -3.53 -1.94 1.94 -0.338
H -2.72 -3.50 5.74 0.111
C 0.31 2.72 -3.19 -0.579
C -5.27 2.84 3.26 -0.079
H -1.55 -3.32 -0.10 -0.002
C -1.01 2.61 -2.74 -0.280
C -2.06 2.70 -3.66 -0.026
C 2.26 4.82 1.31 -0.010
C -0.36 -1.05 -5.94 -0.092
C -4.53 1.22 1.65 -0.131
H 1.91 -4.95 -0.89 0.018
C 3.01 -2.03 -1.70 -0.515
C -0.35 -0.86 -4.57 -0.736
H -4.26 -4.28 4.29 0.110
C 4.49 0.63 -1.34 -0.179
C -0.25 4.26 0.04 -0.193
H 3.21 -0.23 -7.67 0.083
H 4.35 1.80 2.50 0.105
Br -1.92 -1.34 -3.61 0.767
C -3.28 1.55 3.67 -0.105
C -5.27 -4.03 2.41 -0.066
C 5.92 -1.99 -1.92 -0.174
C 3.13 0.25 -6.70 -0.028
C 1.88 -0.19 -5.98 -0.244
C 0.78 -0.71 -6.65 -0.008
H -1.45 2.55 1.89 0.055
H 5.96 -3.07 -1.72 0.041
H -1.09 -4.88 -0.78 0.039
H -5.99 3.59 3.58 0.106
H -0.84 4.07 2.59 0.113
H -0.55 5.21 0.52 0.136
C -1.08 -2.17 6.09 -0.064
C -0.28 -1.15 5.59 -0.068
H -0.26 -3.84 3.29 0.019
C 1.68 3.56 1.37 -0.308
C -4.20 2.51 4.07 -0.071
C -0.54 -0.62 4.33 -0.114
H -4.08 3.00 5.03 0.108
H 4.01 6.00 1.67 0.109
Si 4.54 -1.18 -0.99 0.392
H 5.35 4.07 2.48 0.109
H -1.93 4.41 -1.27 0.145
H 2.24 -2.41 1.07 -0.003
C -1.16 -4.31 0.15 -0.181
N 0.32 3.32 0.99 -0.237
C -5.34 -3.33 1.22 -0.075
H -2.46 0.70 -1.80 0.034
C 4.33 3.92 2.15 -0.073
H -4.69 0.70 0.71 0.091
C -0.51 3.00 -5.46 -0.069
H 3.92 -0.96 1.39 -0.015
C -2.39 -2.18 4.08 -0.204
C 1.18 -2.45 0.81 -0.552
H 1.38 -4.52 3.27 0.043
C -4.32 -3.70 3.37 -0.016
H 4.03 0.01 -6.12 0.082
C 3.58 5.01 1.70 -0.065
H -2.65 2.97 -5.70 0.110
H -0.31 3.15 -6.51 0.112
H -2.45 1.30 4.32 0.097
C 3.77 2.66 2.18 -0.101
H -5.95 -4.85 2.60 0.107
As -2.21 -0.52 1.86 1.362
Tl 0.72 1.15 -0.45 0.391
Si 0.51 -4.21 0.99 0.380
H -4.48 -1.77 0.02 0.099
H -2.51 1.22 -0.11 -0.003
C -1.60 -1.13 3.59 -0.354
C 4.69 -1.49 0.82 -0.179
C -1.82 2.89 -5.01 -0.064
H 4.66 0.86 -2.40 0.040
C -2.50 1.56 -1.14 -0.105
H -6.08 -3.60 0.47 0.106
Te 0.96 -1.71 -1.18 1.294
S 1.76 0.82 1.80 0.645
H -1.24 -1.45 -6.43 0.104
C -2.12 -2.69 5.34 -0.021
H -2.24 3.46 0.18 0.115
C 1.69 -5.34 0.11 -0.177
H 4.64 -2.56 1.06 0.041
H -0.02 -5.56 2.99 0.045
C -1.50 3.67 -0.59 -0.127
H -0.02 2.53 2.91 0.066
C 1.77 -0.07 -4.61 -0.125
H 2.59 0.35 -4.03 0.106
H 3.54 1.07 -1.06 -0.059
C -5.44 2.19 2.04 -0.075
H 5.80 -1.86 -3.00 0.036
C -3.45 -2.64 3.15 -0.192
H -6.28 2.43 1.40 0.106
N -1.30 2.39 -1.34 -0.198
H 3.12 1.33 -6.86 0.085
H 5.67 -1.13 1.16 0.047
C 0.40 -4.57 2.80 -0.158
C -0.55 3.11 2.16 -0.046
C 2.44 2.46 1.78 -0.579
C -4.45 -2.29 0.97 -0.105
H 3.10 -3.10 -1.47 0.003
H 0.65 -1.76 1.47 -0.042
H -3.42 2.12 -1.32 0.100
H 1.69 5.67 0.96 0.114
S 1.73 2.62 -2.15 0.694
H 3.02 -1.94 -2.79 0.004
C -3.44 0.89 2.46 -0.385
N 0.68 -0.41 -3.89 -0.016
H 0.09 0.16 3.92 0.048
H 1.25 -6.33 -0.02 0.042
H -3.08 2.61 -3.32 0.113
H 0.54 -0.76 6.18 0.107
H 1.56 2.98 -4.90 0.103
H 2.63 -5.46 0.65 0.041
H 0.81 -0.86 -7.72 0.126
```

## Properties
**HOMO-LUMO gap**: 6.943 eV
**Lowest unoccupied orbital energy**: -0.120 Ha
**Charge**: +1
**Energy relative to the best compared isomer or geometry (same formula, charge and spin)**: 0.0 kcal per mole